Density functional theory data (ωB97M-V/def2-TZVPD) for C36H31FeN10O2S as an isolated structure.

Structure (XYZ):
```
81
Properties=species:S:1:pos:R:3:forces:R:3
Fe 0.361421 0.094170 0.010256 0.33 0.37 -0.05
S -4.274067 -0.150029 -1.695674 -0.05 0.02 0.01
O 2.985507 3.042257 -1.637559 0.02 0.08 0.09
O -0.417963 1.810846 3.920591 -0.07 0.03 -0.04
N -0.072494 1.453886 1.641690 -0.23 -0.05 -0.02
N -0.109053 -4.698086 -1.346880 0.02 0.02 -0.11
N 0.574790 -1.100312 2.119530 -0.25 0.08 -0.06
N 2.576412 -0.315846 -0.525365 -0.14 0.02 -0.05
N 0.411716 -5.882480 -1.863808 -0.05 0.05 0.10
N 0.657679 -3.740441 -0.895553 -0.11 0.03 0.09
N -1.389950 -4.428390 -1.354415 0.00 0.01 -0.01
N -0.153286 -2.760393 -0.574418 0.12 -0.30 0.06
N 1.287326 1.995326 -0.424619 0.02 -0.10 0.03
N -2.236577 0.026715 -0.111048 -0.24 -0.16 0.13
C -5.507888 -0.813912 4.853895 -0.01 0.01 0.03
C 0.652133 -0.351616 -3.172613 0.05 0.03 0.17
C -5.399831 1.677607 4.637776 -0.01 0.03 0.02
C -1.388859 -3.199960 -0.847051 -0.04 0.05 -0.04
C -0.145294 1.131737 2.913555 0.13 -0.12 0.03
C -2.553125 -0.075138 -1.361954 0.08 0.04 -0.05
C 4.335102 0.619179 -1.836030 -0.05 -0.01 -0.01
C 0.472760 4.345769 -0.532252 -0.04 -0.01 0.02
C -4.583317 -0.015017 -0.001906 -0.04 0.02 0.10
C -5.802693 0.033770 0.664763 0.03 -0.01 -0.09
C 3.127563 0.727380 -1.155666 -0.04 0.08 0.07
C 0.809009 -2.954301 3.616502 0.03 0.02 -0.01
C -2.033322 -0.282060 -3.766185 0.08 -0.01 -0.08
C 4.979955 -0.602723 -1.866099 0.02 0.00 -0.05
C 0.200825 -0.337821 3.152884 -0.02 0.03 0.00
C 0.873707 -2.376820 2.361143 0.12 0.05 -0.04
C -3.374242 0.065551 0.695839 0.14 0.08 -0.06
C -3.385444 0.186093 2.090849 -0.10 0.00 0.00
C -1.025475 3.756283 1.759151 0.00 0.01 -0.05
C -3.325664 0.348590 4.964773 0.13 -0.02 0.02
C -1.097140 5.019072 1.171248 0.01 -0.02 0.04
C -0.225741 2.775304 1.190119 0.15 -0.01 -0.11
C -4.592935 0.226889 2.771122 -0.01 -0.02 -0.04
C -1.128557 -0.426410 -4.798477 0.01 0.00 0.04
C 2.417256 2.082410 -1.094877 -0.03 -0.06 -0.15
C 0.533106 3.074613 0.025863 0.03 -0.09 0.07
C -1.573652 -0.180472 -2.448515 -0.12 0.02 0.12
C -0.219712 -0.200246 -2.079091 0.04 -0.07 -0.06
C -0.352956 5.311340 0.039762 0.00 -0.01 0.00
C 0.124064 -0.833527 4.452488 0.01 0.06 -0.08
C -4.692365 0.360006 4.291800 -0.01 0.00 -0.04
C 0.227469 -0.464503 -4.487042 -0.01 0.00 -0.07
C 0.422799 -2.159827 4.686950 0.02 -0.04 0.04
C 4.399565 -1.687184 -1.222609 -0.03 -0.01 0.06
C -5.789959 0.154774 2.035068 -0.02 -0.02 0.07
C 3.194324 -1.492178 -0.568871 0.05 0.00 -0.01
H -0.405940 6.298939 -0.404547 0.00 0.00 0.01
H 5.920920 -0.714825 -2.391843 0.00 0.00 0.01
H -2.810058 -0.596044 4.781305 0.02 -0.04 0.00
H -3.452358 0.454054 6.045474 0.00 0.00 -0.01
H 4.712476 1.506398 -2.324267 0.03 0.00 0.02
H 1.065731 -3.997802 3.741844 -0.01 0.00 0.02
H -0.167969 -0.141465 5.228546 -0.03 0.00 0.03
H -3.093793 -0.244548 -3.995020 -0.01 0.00 0.03
H 1.076289 4.559464 -1.401979 0.00 0.01 -0.01
H -1.573061 3.531928 2.662210 -0.02 -0.01 0.02
H 0.084712 -6.637069 -1.267882 0.03 0.00 -0.01
H 1.417386 -5.794592 -1.756089 -0.01 -0.01 -0.05
H -5.023781 -1.764976 4.622828 0.00 0.01 -0.01
H -6.519792 -0.841329 4.447576 0.00 -0.01 0.01
H -1.467355 -0.504069 -5.824113 0.00 0.00 0.00
H -6.737264 0.196019 2.558125 0.00 0.01 -0.01
H -2.667279 1.148397 4.624084 -0.02 0.05 -0.01
H -5.585406 -0.726462 5.940876 0.00 0.00 0.00
H -6.424976 1.696136 4.262942 0.01 0.00 -0.02
H 2.694531 -2.311468 -0.067140 0.02 0.00 -0.01
H 1.192227 -2.959950 1.507950 -0.06 -0.02 -0.02
H -6.737029 -0.017218 0.120189 0.00 0.00 0.01
H 0.363009 -2.570942 5.687711 0.00 0.00 0.00
H 4.864182 -2.664232 -1.218905 0.01 0.00 -0.02
H -4.866677 2.527246 4.208357 0.02 -0.01 0.00
H 0.958029 -0.574289 -5.282066 0.00 -0.01 0.01
H -2.277867 -2.613294 -0.693483 0.00 -0.04 0.02
H -2.442780 0.271470 2.608617 0.04 0.00 0.00
H 1.722489 -0.380607 -3.000015 0.06 -0.01 0.01
H -5.435535 1.809493 5.722249 -0.01 -0.01 0.00
H -1.731484 5.776362 1.617824 0.00 0.01 -0.01
```
Forces are in eV/Å.

Output
energy	-3750.5067	a.u.
net charge	-1
highest occupied orbital energy (spin up / spin down)	-3.91 / -4.00	eV
⟨S²⟩	6.0116
maximum force	0.0097	Eh/bohr
orbital gap (spin up / spin down)	6.127 / 6.218	eV
relative energy (zero: lowest compared OMol25 entry of this formula, charge and spin)	0.435	eV
multiplicity	5

Here are the Mulliken charges for atoms 1 to 5, given in e:
1 Fe 0.875
2 S -0.511
3 O -0.860
4 O -0.849
5 N 0.986